[1]
Computed, not measured: the molecule C3H9OPS in a non-equilibrium geometry, with ωB97M-V/def2-TZVPD.

Summary:
* frontier orbital gap (alpha / beta): 5.031 / 6.075 eV
* highest occupied orbital energy (alpha / beta): -4.23 / -9.32 eV
* E_LUMO (alpha / beta): 0.8 / -3.2 eV
* largest force on an atom: 5.5 eV/Å
* ΔE to the lowest compared entry with this formula, charge and spin: 24.80 kcal per mole
* total energy: -25423.449 eV

Structure (ORCA input):
```
! RIJCOSX wB97M-V def2-TZVPD def2/J DEFGRID3
* xyz 0 3
H -1.16 0.97 2.15
O 0.88 -0.74 0.74
C -0.61 1.49 1.37
H 1.33 -2.02 -0.88
P -0.61 0.21 0.09
C 0.06 0.83 -1.51
S -2.19 -0.78 -0.25
H 0.29 2.06 1.61
C 0.93 -1.98 0.23
H -0.39 1.77 -1.99
H -0.10 0.01 -2.19
H -1.22 2.36 0.85
H 1.70 -2.50 0.72
H 0.01 -2.55 0.33
H 1.09 0.86 -1.27
*
```

***

[2]
Computed, not measured: a cluster of 5 separate species, C19H23Cl9NO2PS2 in total in a non-equilibrium geometry, with ωB97M-V/def2-TZVPD.

Summary:
* frontier orbital gap: 8.792 eV
* highest occupied orbital energy: -8.31 eV
* E_LUMO: 0.5 eV
* largest force on an atom: 1.3 eV/Å
* total energy: -169325.157 eV

Structure (ORCA input):
```
! RIJCOSX wB97M-V def2-TZVPD def2/J DEFGRID3
* xyz 0 1
H -0.22 4.74 -0.72
H 0.85 4.81 1.41
H 3.76 -2.75 -0.28
C -8.62 -6.83 2.99
C 2.53 1.62 -0.97
S 3.55 -1.38 -2.75
C 0.58 1.01 0.89
Cl 3.83 -2.16 -5.93
C 0.60 2.26 0.28
C 1.27 5.45 0.64
C -1.13 -0.49 1.48
H -3.06 0.42 1.53
H 1.14 3.72 -2.35
N -0.43 0.71 1.86
C 1.54 0.05 0.56
O 5.16 0.12 -0.83
H -2.95 -3.73 0.48
Cl -7.65 -3.68 0.41
H -8.72 -1.76 1.23
H -9.54 -7.11 3.48
H 0.93 5.89 -1.41
C 2.54 0.35 -0.38
H 7.53 2.48 0.56
C 1.57 2.57 -0.67
C -0.40 -1.65 1.23
Cl 5.20 2.79 0.54
C 6.77 2.62 1.33
H -0.19 2.94 0.56
C -2.42 -2.83 0.75
H -8.74 -6.82 1.92
O 4.05 -1.92 0.12
Cl 1.89 -0.69 -7.57
C -1.04 -2.83 0.86
C 3.55 -0.75 -6.95
C -2.52 -0.49 1.35
S 1.36 -1.53 1.35
C -7.84 -2.32 1.51
P 3.83 -0.76 -0.95
H 5.10 0.73 -0.07
H -7.93 -2.69 2.52
Cl 3.03 5.40 0.85
H 0.95 6.47 0.81
H 2.64 4.17 -1.58
Cl -8.20 -5.18 3.51
Cl 6.81 1.22 2.41
Cl -6.45 -1.22 1.45
Cl -7.36 -7.99 3.42
H 4.22 -0.80 -7.80
H -0.46 -3.72 0.66
C -3.16 -1.67 0.98
C 1.61 3.89 -1.38
H -4.23 -1.67 0.87
H 3.29 1.84 -1.71
H 6.96 3.51 1.90
H 0.07 0.47 2.71
H 3.73 0.14 -6.36
C 0.83 5.04 -0.75
*
```

***

[3]
Computed, not measured: a structure of composition C12H23AsF6KNO4S2 in a non-equilibrium geometry, with ωB97M-V/def2-TZVPD.

Summary:
* frontier orbital gap: 10.268 eV
* highest occupied orbital energy: -10.45 eV
* E_LUMO: -0.2 eV
* largest force on an atom: 1.1 eV/Å
* ΔE to the lowest compared entry with this formula, charge and spin: 0.00 kcal per mole
* total energy: -137641.333 eV

Structure (ORCA input):
```
! RIJCOSX wB97M-V def2-TZVPD def2/J DEFGRID3
* xyz 0 1
F 2.12 2.19 1.48
H -2.06 2.12 1.54
H -4.07 2.91 0.27
C 4.87 -0.99 -0.82
H 4.84 1.07 -0.21
H 6.33 0.21 0.21
H -3.14 4.17 -0.46
H -2.98 2.09 -2.06
C -3.06 3.17 -0.04
S -2.82 -3.26 -1.26
O -0.52 3.52 -2.21
K 0.67 -1.14 -0.11
H 7.08 0.24 -2.13
H -4.96 -1.92 1.30
C -2.03 3.11 1.10
C 3.64 -0.79 -1.57
F 2.25 -0.72 3.31
F 1.62 1.55 3.81
H 0.22 3.11 0.96
F 3.85 1.10 2.78
H -0.69 4.46 0.18
C 5.58 0.35 -0.56
H -1.64 -4.12 0.62
H -4.17 -1.31 -1.23
H -5.13 -2.73 -1.02
H -2.82 -5.26 -0.07
H -2.27 3.86 1.85
O -3.21 -4.10 -2.35
F 0.55 0.38 1.90
N 2.68 -0.60 -2.18
C 6.25 0.90 -1.83
C -4.19 -2.26 -0.70
H 6.67 1.88 -1.63
C -4.05 -2.25 0.80
C -2.52 2.19 -1.08
H 4.65 -1.45 0.14
C -0.68 3.40 0.43
F 2.73 -0.17 1.02
O -1.68 -2.38 -1.38
H -4.67 -4.30 0.93
H -3.54 -3.86 2.21
O -0.03 1.33 -1.10
H 5.54 0.94 -2.65
H -3.24 -1.60 1.13
C -3.77 -3.72 1.16
H 5.52 -1.65 -1.40
C -2.66 -4.23 0.25
H -2.50 1.21 -0.60
As 2.20 0.76 2.42
S -0.76 2.57 -1.17
*
```

***

[4]
Computed, not measured: a structure of composition C31H44BrCuN3P2 in a non-equilibrium geometry, with ωB97M-V/def2-TZVPD.

Summary:
* frontier orbital gap (alpha / beta): 6.532 / 3.840 eV
* highest occupied orbital energy (alpha / beta): -13.37 / -13.36 eV
* E_LUMO (alpha / beta): -6.8 / -9.5 eV
* largest force on an atom: 3.2 eV/Å
* ΔE to the lowest compared entry with this formula, charge and spin: 74.48 kcal per mole
* total energy: -170573.115 eV

Structure (ORCA input):
```
! RIJCOSX wB97M-V def2-TZVPD def2/J DEFGRID3
* xyz 2 2
N 6.49 -0.96 4.68
H -2.52 -3.99 3.63
C 0.80 3.25 1.10
H 1.30 5.18 0.19
H -3.67 -2.82 2.89
H -4.42 -0.06 -0.13
H 0.51 -2.82 -0.73
C -2.60 2.59 -1.44
H -2.19 2.57 0.69
C -4.04 -0.01 0.90
C 0.52 0.08 3.93
C -3.30 -3.34 -1.23
C -2.70 -2.20 -1.75
C -0.73 -0.78 -2.03
C 3.60 -1.93 2.88
C -1.56 -2.29 2.70
H -0.63 0.38 -4.47
H -2.22 3.05 -2.36
H -4.37 -3.49 -1.30
H -0.13 0.52 4.70
C 0.79 -0.13 -5.97
H -2.35 -1.26 0.37
C 2.81 -1.01 -5.32
H 3.67 -2.80 3.54
H -1.38 -0.16 -2.66
H -0.62 -2.47 3.24
C -0.14 0.19 2.56
H -0.38 5.07 0.75
C 0.65 4.77 0.97
H 2.27 3.94 -2.90
H -0.54 -4.98 0.02
C 3.27 0.24 1.23
H 0.91 5.24 1.92
N 1.99 -0.61 -6.29
H 1.82 -2.64 1.89
Cu -0.07 0.09 -0.49
P 0.02 2.33 -0.30
C 2.57 -1.84 1.95
N 2.42 -0.79 1.12
Br -3.39 -5.66 0.30
H 1.46 0.65 3.96
H 2.40 2.29 -2.25
H 1.43 -1.23 -1.63
P -1.83 -0.46 2.56
H -2.00 0.49 0.35
H 3.10 1.10 0.57
C 0.69 -0.66 -2.22
H 0.75 -0.96 4.21
H -1.44 -2.72 1.70
C 4.51 -0.87 2.98
H 3.78 -1.42 -5.64
C -2.53 -4.28 -0.54
C -2.54 -0.32 0.89
C 4.34 0.25 2.14
H -2.86 -2.45 4.42
C -0.54 -3.03 -0.92
H -2.65 1.50 -1.61
H 0.23 4.38 -1.56
C -1.74 2.97 -0.24
H 0.13 0.16 -6.77
C 0.56 3.34 -1.74
H -4.24 1.00 1.28
H -0.19 1.24 2.24
C -2.73 -2.93 3.44
H -4.58 -0.74 1.51
C 2.06 3.31 -2.02
C 2.47 -0.95 -3.96
H 0.42 -0.37 1.79
H -3.29 -1.44 -2.26
C 5.60 -0.91 3.93
H 0.00 2.99 -2.61
H 4.99 1.12 2.21
C -1.14 -4.21 -0.46
H -1.71 4.07 -0.16
H 1.85 2.94 1.12
C 1.20 -0.44 -3.58
H 2.65 3.70 -1.18
H -3.63 2.95 -1.30
C -1.31 -2.05 -1.58
C 0.37 0.01 -4.64
H 3.15 -1.38 -3.23
H 0.35 2.93 2.05
*
```

***

[5]
Computed, not measured: a structure of composition C6H9NO in a non-equilibrium geometry, with ωB97M-V/def2-TZVPD.

Summary:
* frontier orbital gap: 4.237 eV
* highest occupied orbital energy: -7.25 eV
* E_LUMO: -3.0 eV
* largest force on an atom: 5.9 eV/Å
* ΔE to the lowest compared entry with this formula, charge and spin: 307.75 kcal per mole
* total energy: -9892.259 eV

Structure (ORCA input):
```
! RIJCOSX wB97M-V def2-TZVPD def2/J DEFGRID3
* xyz 0 1
C 0.99 -0.64 -0.31
H -2.50 0.22 0.25
N 2.06 0.37 -0.06
H 1.42 -1.60 0.12
H -0.42 1.63 1.84
H -1.03 -1.19 0.49
H 0.69 -0.83 -1.29
O -1.20 -2.98 -0.14
H -1.21 -3.94 -0.24
C -1.55 -0.33 -0.22
C 0.32 2.30 -0.21
C -0.20 -0.10 0.42
H 2.31 2.17 0.81
C 1.60 1.65 0.17
H -1.64 -0.63 -1.28
H 0.24 2.57 -1.23
C 0.11 1.34 0.89
*
```

***

[6]
Computed, not measured: a structure of composition C40H37N3O5P2PdS2 in a non-equilibrium geometry, with ωB97M-V/def2-TZVPD.

Summary:
* frontier orbital gap: 6.315 eV
* highest occupied orbital energy: -7.49 eV
* E_LUMO: -1.2 eV
* largest force on an atom: 1.7 eV/Å
* ΔE to the lowest compared entry with this formula, charge and spin: 37.80 kcal per mole
* total energy: -100516.849 eV

Structure (ORCA input):
```
! RIJCOSX wB97M-V def2-TZVPD def2/J DEFGRID3
* xyz 0 1
H 0.85 4.21 -0.97
C -4.52 0.77 0.39
H -1.89 -8.26 0.32
C -5.04 -3.89 -0.15
C -2.02 -6.14 0.70
H -6.24 1.96 0.84
H 2.30 -7.05 -1.01
P 1.38 -2.19 -0.10
H -0.88 4.45 1.93
C -2.72 1.09 -3.66
C -5.28 1.25 2.62
H 1.32 2.04 -1.64
N 0.17 3.46 -0.89
H -2.58 -7.34 -1.03
O 1.43 1.18 1.11
H 0.08 -7.78 -0.25
C 3.46 -3.15 3.31
C -0.61 -5.80 0.21
H -2.92 0.28 -5.64
H -2.71 2.12 -4.00
C -2.87 -1.26 -4.14
C 2.73 -2.50 4.31
C -4.24 0.50 3.14
C -0.45 3.37 0.29
H 1.30 -2.44 -2.86
H -1.33 -7.15 2.50
O 3.61 0.15 0.74
H 0.19 5.25 0.84
H -2.98 -2.07 -4.85
H 3.03 -2.59 5.34
C -3.33 -0.11 2.29
H -4.76 -6.00 0.08
C -2.63 -0.51 -1.86
H -6.10 -3.98 -0.33
C -0.20 -4.47 0.23
Pd -0.11 -0.10 0.07
H -1.58 -5.41 2.71
H 6.09 -1.99 -1.76
C 1.25 -1.62 2.63
C -5.42 1.38 1.25
H -4.13 0.39 4.21
C -1.98 -6.31 2.23
N 0.34 2.35 -1.70
H 3.63 -3.56 1.23
O 3.02 2.24 -0.41
C -2.92 -4.95 0.37
C -4.28 -5.03 0.10
H 0.12 2.60 -2.66
H 4.41 -1.87 0.03
C 1.93 -4.97 -0.65
C -3.06 -2.53 0.05
H -5.02 -1.77 -0.41
H -2.77 -2.58 -2.46
C 5.04 -2.09 -2.01
C 1.62 -1.74 3.97
C 2.75 -2.19 -1.29
O -1.05 -3.48 0.63
S 2.56 0.96 0.13
C -4.43 -2.65 -0.18
H -2.51 -0.69 2.69
H -4.63 0.88 -0.68
C 1.58 -6.31 -0.66
C 1.03 -4.02 -0.19
H -5.98 1.74 3.28
C -2.36 -3.67 0.36
H 1.06 -1.23 4.73
C -3.47 0.02 0.91
H 2.90 -4.66 -1.02
H 2.98 -2.47 -4.66
C 4.10 -2.05 -0.98
H 5.38 -2.25 -4.12
C 4.65 -2.24 -3.32
H 0.39 -1.02 2.38
H -2.50 1.61 -1.59
C -2.85 0.06 -4.58
C 3.07 -3.03 1.99
P -2.26 -0.89 -0.11
S -1.31 2.04 0.89
C 3.29 -2.36 -3.63
C -2.54 -7.42 0.06
N -0.46 4.50 1.02
C -2.76 -1.54 -2.79
C 1.98 -2.25 1.64
H 4.32 -3.75 3.57
C -2.61 0.81 -2.30
H -3.53 -7.67 0.43
C 0.33 -6.72 -0.23
H -2.98 -6.49 2.62
C 2.36 -2.35 -2.62
O 1.89 0.19 -1.01
*
```

***

[7]
Computed, not measured: a cluster of 4 separate species, C4H18NO4S in total in a non-equilibrium geometry, with ωB97M-V/def2-TZVPD.

Summary:
* frontier orbital gap (alpha / beta): 10.564 / 5.370 eV
* highest occupied orbital energy (alpha / beta): -17.72 / -17.72 eV
* E_LUMO (alpha / beta): -7.2 / -12.4 eV
* largest force on an atom: 3.0 eV/Å
* total energy: -24936.593 eV

Structure (ORCA input):
```
! RIJCOSX wB97M-V def2-TZVPD def2/J DEFGRID3
* xyz 2 2
H -0.23 -1.08 0.59
H 0.92 0.75 -0.51
H -1.93 -1.78 2.30
H -1.96 -2.54 -0.37
H 2.07 -3.14 -0.88
H -2.91 -0.49 1.98
C -2.16 -1.10 1.46
H -0.24 0.40 -1.68
H -0.69 2.45 1.74
H -0.05 1.94 -1.29
H -2.02 0.82 -0.44
S -3.05 -1.90 0.13
C -1.32 2.24 0.88
O 2.44 -0.50 0.92
H 2.77 -0.22 -2.74
H -2.39 2.28 1.10
O 1.60 -2.60 -1.52
H 2.43 -0.79 -0.01
H -0.35 -0.10 1.96
H 3.27 -0.73 1.34
O -1.18 3.23 -0.14
C -1.12 0.88 0.17
H -0.47 3.84 0.11
H 3.52 0.52 -1.39
O 2.78 0.28 -1.92
C -0.89 -0.33 1.05
H 1.18 -3.30 -1.99
N -0.01 0.99 -0.88
*
```